Record 1
Entry from OMol25: a cluster of 4 separate species, C4H17NO3 in total (ωB97M-V with the def2-TZVPD basis set).

Structure (XYZ):
```
25
Properties=species:S:1:pos:R:3:nbo_charge:R:1
C -1.9657 -0.8481 1.8978 -0.624
C -0.7005 -1.5778 1.4623 -0.413
C 0.4685 -0.6122 1.3047 -0.394
C 0.5944 0.1374 -0.0241 -0.306
N 1.3522 -0.4766 -1.0426 -0.344
H -2.4183 -0.4098 0.9988 0.201
H -1.7729 0.1320 2.3702 0.211
H -2.7625 -1.3456 2.4410 0.245
H -0.4790 -2.3383 2.2165 0.237
H -0.9763 -2.0680 0.5241 0.212
H 0.4626 0.1512 2.0824 0.245
H 1.3334 -1.2530 1.5590 0.231
H 1.1258 1.0536 0.3303 0.335
H -0.4177 0.4211 -0.3201 0.262
H 1.8317 -1.3176 -0.6865 0.403
H 0.7779 -0.9122 -1.7973 0.449
H 0.9080 4.1286 0.6029 0.505
H -0.5945 3.9387 -0.1352 0.508
O 0.1991 3.5631 0.2445 -1.005
H 1.8301 1.5242 -2.2416 0.446
H 1.5554 2.8893 -1.5742 0.484
O 1.5925 2.4127 -2.4123 -0.925
H -0.4701 -3.0463 -2.2857 0.497
H -0.9814 -2.0623 -3.1722 0.503
O -0.4926 -2.0842 -2.3426 -0.962
```

Its multiplicity is 2. For the relative energy (zero: lowest compared OMol25 entry of this formula, charge and spin), the calculation gives 21.5 kcal per mole. As for the expectation value of S²: 0.75. Its net charge is +1. For the total energy, the calculation gives -442.7162 Ha. Its lowest unoccupied orbital energy (alpha / beta) is -3.01 / -8.38 eV.

=====

Record 2
Entry from OMol25: a structure of composition C26H58P4PtSe (ωB97M-V with the def2-TZVPD basis set).

Structure (XYZ):
```
90
Properties=species:S:1:pos:R:3:lowdin_spin:R:1
Pt 0.0364 0.5897 -0.7927 0.806
P -0.8344 3.0171 -0.5363 0.177
P 0.3971 -0.0312 -3.0433 0.200
P 2.3605 1.3787 -0.5987 0.074
H 0.4951 -0.2868 4.2085 0.000
C 1.1738 0.5666 4.1317 0.002
C 0.7174 1.8330 4.0436 0.005
H -0.3534 2.0597 4.0361 0.000
C -2.5784 3.4741 -0.2718 0.026
C -0.3902 3.9986 -1.9991 0.026
C -0.0065 3.6775 0.9365 0.044
C 1.1686 -1.6764 -3.2390 0.056
C -1.0280 -0.1290 -4.1935 0.033
C 1.5006 1.1000 -3.9663 0.024
C 2.8497 1.5526 1.1553 0.047
C 2.8003 3.0550 -1.2440 0.003
C 3.7929 0.4528 -1.3339 0.025
H 2.2465 0.3586 4.2242 0.000
H 1.4017 2.6820 4.0847 0.000
H -2.9562 3.0898 0.6836 0.000
H -3.2043 3.1181 -1.0975 0.001
H -2.6180 4.5731 -0.2515 0.007
H -0.5769 3.4227 -2.9143 0.002
H 0.6589 4.3058 -1.9777 0.000
H -1.0327 4.8877 -2.0016 0.005
H -0.0181 2.9579 1.7658 0.004
H -0.5477 4.5808 1.2525 0.009
H 1.0318 3.9569 0.7336 0.000
H 1.4594 -1.8045 -4.2934 0.010
H 0.4346 -2.4494 -2.9773 0.000
H 2.0389 -1.7903 -2.5783 0.011
H -0.6605 -0.4706 -5.1733 0.008
H -1.4871 0.8608 -4.3111 0.000
H -1.7860 -0.8362 -3.8350 0.000
H 1.5440 0.7484 -5.0076 0.006
H 2.5122 1.1138 -3.5490 0.000
H 1.0972 2.1195 -3.9478 0.000
H 3.7559 2.1705 1.2267 0.005
H 3.0589 0.5601 1.5749 0.010
H 2.0521 1.9976 1.7575 0.002
H 3.8785 3.2080 -1.0866 0.000
H 2.2630 3.8513 -0.7229 0.000
H 2.5948 3.1236 -2.3177 0.000
H 4.6236 1.1565 -1.4869 0.002
H 3.5452 -0.0148 -2.2905 0.000
H 4.1259 -0.3375 -0.6491 0.012
C 3.1934 -2.5478 1.5995 0.272
C 2.9641 -2.4435 2.9886 0.095
C 3.7092 -3.2136 3.8810 0.040
C 4.7033 -4.0843 3.4019 0.212
C 4.9669 -4.1624 2.0242 0.033
C 4.2258 -3.3939 1.1251 0.095
Se 2.0726 -1.6184 0.4147 1.167
H -1.1611 1.5606 -1.4931 0.056
H 2.1874 -1.7592 3.3380 0.006
H 3.5040 -3.1361 4.9507 0.000
H 5.2794 -4.6917 4.1033 0.008
H 5.7462 -4.8306 1.6487 0.000
H 4.4035 -3.4332 0.0488 0.005
C -3.5840 -1.8711 -1.9701 0.001
C -3.1444 -0.5102 -1.4208 0.008
C -4.3717 0.3854 -1.2110 0.001
P -1.8842 -0.5856 -0.0303 0.173
C -2.6732 0.1969 1.4659 0.030
C -4.1284 -0.2258 1.7696 0.010
C -1.8090 0.0270 2.7155 0.008
C -1.5361 -2.3147 0.5741 0.048
C -2.7496 -3.0366 1.1758 0.017
C -0.8250 -3.2331 -0.4245 0.022
H -4.2693 -2.3847 -1.2805 0.000
H -2.7457 -2.5346 -2.2043 0.000
H -4.1343 -1.7024 -2.9095 0.000
H -2.5501 -0.0204 -2.2115 0.002
H -4.1480 1.3123 -0.6705 0.000
H -4.7579 0.6693 -2.2018 0.000
H -5.1800 -0.1496 -0.6939 0.000
H -2.6779 1.2690 1.2040 0.002
H -4.4567 -1.1224 1.2312 0.000
H -4.2416 -0.4278 2.8433 0.002
H -4.8314 0.5807 1.5243 0.000
H -0.7856 0.3940 2.5909 0.007
H -2.2588 0.6060 3.5353 0.000
H -1.7555 -1.0210 3.0414 0.000
H -0.8096 -2.1197 1.3817 0.010
H -3.5740 -3.1157 0.4576 0.001
H -2.4473 -4.0621 1.4272 0.004
H -3.1150 -2.5710 2.0972 0.000
H 0.2272 -2.9301 -0.5480 0.017
H -0.8072 -4.2527 -0.0107 0.000
H -1.3076 -3.2670 -1.4062 0.001
```

Its multiplicity is 5. For the relative energy (zero: lowest compared OMol25 entry of this formula, charge and spin), the calculation gives 6.2 kcal per mole. As for the expectation value of S²: 6.03. Its net charge is +4. For the total energy, the calculation gives -4910.0334 Ha. Its lowest unoccupied orbital energy (alpha / beta) is -11.73 / -14.67 eV.

=====

Record 3
Entry from OMol25: the molecule C4H8N2 (ωB97M-V with the def2-TZVPD basis set).

Structure (XYZ):
```
14
Properties=species:S:1:pos:R:3:nbo_charge:R:1
C 1.3399 0.4104 0.4390 -0.438
N 0.4145 -0.2479 -0.5463 -0.398
C -0.2615 0.8303 -1.2657 -0.426
C -0.7742 -1.2631 0.0577 -0.350
C -0.9637 -0.8584 1.4402 0.253
N -0.9308 -0.3657 2.4820 -0.325
H 2.3483 0.6396 0.0390 0.212
H 1.4962 -0.2760 1.2592 0.213
H 0.9847 1.3809 0.8455 0.185
H -0.9649 1.3508 -0.5981 0.171
H -0.7767 0.3901 -2.1172 0.198
H 0.4274 1.6035 -1.6467 0.209
H -0.5433 -2.3511 0.0231 0.247
H -1.7959 -1.2436 -0.4117 0.249
```

Its multiplicity is 1. For the relative energy (zero: lowest compared OMol25 entry of this formula, charge and spin), the calculation gives 44.6 kcal per mole. Its structure (SMILES) is CN(C)CC#N. For the total energy, the calculation gives -266.6510 Ha. Its lowest unoccupied orbital energy is 0.86 eV.

=====

Record 4
Entry from OMol25: a cluster of 11 separate species, C66H55N11O22 in total (ωB97M-V with the def2-TZVPD basis set).

Structure (XYZ):
```
154
Properties=species:S:1:pos:R:3:lowdin_charge:R:1
C -4.1246 -4.5090 2.1167 -0.102
C -3.9471 -5.8473 2.2801 -0.088
C -4.2306 -6.7931 1.2876 0.024
C -4.8655 -6.3040 0.0737 -0.112
C -5.0394 -4.9459 -0.1468 0.014
C -4.6395 -4.0890 0.9297 -0.074
N -5.1751 -7.2823 -1.0366 -0.344
O -4.6883 -8.4213 -0.9309 0.049
O -5.8190 -6.8808 -1.9714 0.086
H -3.9143 -3.7117 2.8141 0.114
H -3.4678 -6.1915 3.1847 0.107
H -4.0765 -7.8468 1.4671 0.109
H -5.2716 -4.6049 -1.1449 0.115
H -4.6519 -3.0204 0.7732 0.102
C 3.2509 -10.2754 -2.7203 -0.100
C 2.7528 -9.1924 -2.0236 -0.065
C 3.3858 -7.9919 -2.1798 -0.023
C 4.4135 -7.8514 -3.0975 -0.118
C 4.7970 -8.9758 -3.8859 0.017
C 4.2575 -10.2628 -3.6322 -0.056
N 4.8791 -6.4923 -3.4972 -0.307
O 4.3091 -5.4703 -3.0931 0.056
O 5.8134 -6.3552 -4.3370 0.031
H 2.7078 -11.1950 -2.5592 0.108
H 2.0022 -9.3472 -1.2627 0.116
H 3.1176 -7.1841 -1.5150 0.122
H 5.5839 -8.9169 -4.6232 0.110
H 4.6680 -11.0241 -4.2790 0.110
C -8.2287 0.7037 4.5010 -0.060
C -8.5063 0.5493 3.1716 -0.080
C -9.3287 -0.4677 2.7197 -0.019
C -9.6727 -1.4994 3.5734 -0.102
C -9.2679 -1.3765 4.9625 -0.022
C -8.5931 -0.3052 5.4284 -0.076
N -10.5048 -2.6649 3.1465 -0.371
O -11.1832 -3.2010 3.9691 0.094
O -10.3955 -3.0390 1.9961 0.080
H -7.7073 1.5245 4.9711 0.106
H -8.1396 1.1739 2.3705 0.111
H -9.6406 -0.5530 1.6893 0.119
H -9.7016 -2.1177 5.6174 0.110
H -8.4004 -0.3769 6.4887 0.110
C -0.3658 -4.3143 10.7979 -0.068
C 0.2410 -5.5574 11.1194 -0.058
C 0.9530 -6.3915 10.2045 0.028
C 0.7251 -6.0954 8.8359 -0.152
C 0.0712 -4.8665 8.4600 0.019
C -0.4052 -3.9850 9.4444 -0.080
N 1.1681 -7.0192 7.8446 -0.359
O 0.7129 -7.0067 6.7002 0.075
O 2.1172 -7.7037 8.1895 0.071
H -0.7076 -3.6717 11.5958 0.104
H 0.2534 -5.6943 12.1906 0.094
H 1.5495 -7.2664 10.4170 0.112
H 0.0077 -4.6118 7.4124 0.110
H -0.7159 -2.9774 9.2107 0.103
C -4.0383 10.6124 -7.3344 -0.061
C -4.1364 10.2621 -6.0014 -0.101
C -4.2325 8.9755 -5.4415 0.033
C -4.1943 7.9067 -6.4107 -0.130
C -4.0053 8.2060 -7.7959 0.015
C -3.9572 9.5394 -8.2486 -0.061
N -4.3537 6.5557 -6.0210 -0.407
O -4.1712 5.6717 -6.8142 0.084
O -4.7270 6.2979 -4.9177 0.092
H -3.7775 11.6595 -7.3798 0.108
H -4.2277 10.9681 -5.1892 0.100
H -4.2838 8.8013 -4.3768 0.114
H -4.0382 7.5670 -8.6660 0.114
H -3.8879 9.7744 -9.3005 0.101
C 5.8625 4.0999 4.7088 -0.037
C 5.9285 5.1003 5.6716 -0.063
C 7.0937 5.1267 6.3636 -0.018
C 8.1140 4.1969 6.3077 -0.189
C 8.0412 3.2902 5.3356 -0.032
C 6.9937 3.2485 4.4565 -0.035
N 9.1809 4.2990 7.2077 -0.349
O 9.3411 5.3274 7.8252 0.074
O 10.0936 3.4926 7.3159 0.077
H 5.0782 4.0936 3.9663 0.101
H 5.1775 5.8522 5.8639 0.114
H 7.1703 5.9247 7.0872 0.121
H 8.8517 2.5777 5.2911 0.129
H 7.0440 2.4942 3.6852 0.108
C 0.3111 1.1383 -1.7672 -0.048
C 0.3874 -0.0591 -1.0270 -0.061
C 0.2721 -0.0938 0.3639 -0.015
C -0.0855 1.0209 1.0745 -0.169
C -0.3192 2.2204 0.3225 0.007
C -0.1377 2.2720 -1.0605 -0.068
N -0.4454 0.9290 2.4383 -0.360
O -1.4338 1.5330 2.8245 0.083
O 0.3035 0.3268 3.2065 0.083
H 0.4768 1.1656 -2.8340 0.104
H 0.4151 -1.0131 -1.5324 0.106
H 0.2474 -1.0826 0.7975 0.123
H -0.9184 2.9929 0.7815 0.111
H -0.3319 3.1823 -1.6083 0.103
C -2.7207 11.1977 0.6778 -0.091
C -2.6952 9.8800 1.1405 -0.069
C -3.9188 9.2806 1.3694 -0.006
C -5.1276 10.0036 1.1471 -0.113
C -5.1267 11.3088 0.6085 0.008
C -3.8715 11.9400 0.4455 -0.060
N -6.4652 9.3350 1.2893 -0.323
O -6.5970 8.4530 2.1443 0.064
O -7.4437 9.8678 0.7409 0.050
H -1.7581 11.6304 0.4487 0.102
H -1.7411 9.4035 1.3105 0.108
H -3.9953 8.3014 1.8185 0.113
H -6.0323 11.7992 0.2830 0.112
H -3.7582 12.9217 0.0097 0.104
C 1.7677 2.9624 -12.6796 -0.038
C 2.7425 2.3422 -13.4992 -0.057
C 3.0458 2.8254 -14.7826 -0.038
C 2.4420 3.9110 -15.3019 -0.131
C 1.3183 4.3800 -14.6305 -0.023
C 1.0315 3.9345 -13.3571 -0.083
N 2.7332 4.4717 -16.7092 -0.270
O 2.2687 5.6217 -17.0577 0.028
O 3.4137 3.7533 -17.4625 0.060
H 1.6916 2.5286 -11.6935 0.106
H 3.2291 1.4113 -13.2485 0.103
H 3.8566 2.3451 -15.3102 0.119
H 0.7129 5.1990 -14.9899 0.118
H 0.2161 4.4581 -12.8803 0.105
C 2.5194 -8.6077 -10.1679 -0.096
C 1.7627 -8.9405 -9.0996 -0.054
C 0.9467 -7.9051 -8.5078 0.008
C 1.0331 -6.6106 -8.9275 -0.122
C 1.8542 -6.4042 -10.0614 -0.034
C 2.5235 -7.3421 -10.7309 -0.079
N 0.1593 -5.5503 -8.3585 -0.344
O 0.0203 -4.5006 -8.9663 0.078
O -0.4887 -5.8535 -7.3773 0.077
H 2.8068 -9.4934 -10.7150 0.109
H 1.4389 -9.9395 -8.8476 0.108
H 0.1796 -8.1615 -7.7921 0.115
H 1.9786 -5.4264 -10.5030 0.118
H 3.1501 -7.0332 -11.5546 0.117
C 7.7923 0.1387 14.4832 -0.083
C 8.1823 -0.8691 13.6223 -0.091
C 7.5427 -1.0733 12.3910 0.010
C 6.5602 -0.1035 11.9526 -0.102
C 6.2721 1.0383 12.7827 0.014
C 6.9541 1.1744 14.0307 -0.056
N 5.9321 -0.2509 10.6078 -0.341
O 6.3575 -1.1968 9.9055 0.050
O 5.0284 0.5200 10.3486 0.076
H 8.2876 0.1019 15.4422 0.103
H 8.7536 -1.7085 13.9902 0.104
H 7.7970 -2.0000 11.8980 0.110
H 5.5982 1.8273 12.4832 0.106
H 6.7966 2.0427 14.6532 0.099
```

Its multiplicity is 1. For the relative energy (zero: lowest compared OMol25 entry of this formula, charge and spin), the calculation gives 183.4 kcal per mole. Its structure (SMILES) is O=[N+]([O-])c1ccccc1.O=[N+]([O-])c1ccccc1.O=[N+]([O-])c1ccccc1.O=[N+]([O-])c1ccccc1.O=[N+]([O-])c1ccccc1.O=[N+]([O-])c1ccccc1.O=[N+]([O-])c1ccccc1.O=[N+]([O-])c1ccccc1.O=[N+]([O-])c1ccccc1.O=[N+]([O-])c1ccccc1.O=[N+]([O-])c1ccccc1. For the total energy, the calculation gives -4804.3255 Ha. Its lowest unoccupied orbital energy is -0.84 eV.

=====

Respective largest force on an atom values: 3.57, 2.03, 1.51, 4.61 eV/Å.